<one>
The following is a DFT calculation (wB97M-V/def2-TZVPD) of a molecular structure, C3H12N3O.

Each line ends with the Mulliken charge.
CARTESIAN COORDINATES (ANGSTROEM)
C  -1.06  -1.13  -0.87  -1.184
C  -0.29  -0.67  2.13  -0.761
C  0.32  0.80  -1.00  0.035
N  0.55  1.99  -0.22  -0.534
N  -0.49  -0.02  -0.23  -0.087
N  0.42  -0.48  0.91  -0.131
O  1.49  0.18  -1.36  -0.504
H  -1.53  -1.81  -0.23  0.319
H  -1.76  -0.84  -1.53  0.482
H  -0.31  -1.81  -1.32  0.443
H  0.45  -0.82  2.99  0.334
H  -0.90  0.31  2.31  0.321
H  -0.96  -1.44  1.94  0.317
H  -0.41  1.08  -2.21  0.349
H  -0.53  2.25  -0.12  0.293
H  1.16  2.74  -0.58  0.253
H  1.07  0.25  0.95  0.357
H  0.81  -1.28  0.45  0.363
H  1.96  0.71  -2.00  0.337

HOMO = -0.516 Eh
charge = +1
HOMO-LUMO gap = 11.1 eV

***

<two>
The following is a DFT calculation (wB97M-V/def2-TZVPD) of 2 unconnected molecules or ions with the total composition C3H12N3O.

Each line ends with the Mulliken charge.
CARTESIAN COORDINATES (ANGSTROEM)
C  -1.44  1.05  -2.99  -0.615
O  -1.81  0.75  -1.64  -0.481
H  -2.76  0.68  -1.64  0.288
H  -1.27  2.11  -3.17  0.297
H  -1.97  0.46  -3.74  0.347
H  -0.40  0.72  -3.09  0.181
C  0.12  -2.22  1.31  -0.933
C  0.85  0.08  0.94  0.729
N  1.38  0.98  0.09  -0.376
N  0.13  -0.97  0.54  -0.111
N  1.13  0.24  2.24  -0.321
H  1.34  1.93  0.42  0.233
H  1.32  0.94  -0.90  0.211
H  -0.11  -1.18  -0.41  0.225
H  1.23  1.18  2.57  0.207
H  1.10  -0.53  2.87  0.154
H  -0.95  -2.47  1.42  0.337
H  0.52  -2.31  2.31  0.342
H  0.50  -3.05  0.72  0.285

HOMO = -0.510 Eh
charge = +1
HOMO-LUMO gap = 10.9 eV

***

<two> (295.8 kJ/mol below the next structure)

***

<one>
The following is a DFT calculation (wB97M-V/def2-TZVPD) of a molecular structure, C7H17N.

Each line ends with the Mulliken charge.
CARTESIAN COORDINATES (ANGSTROEM)
C  0.89  1.59  0.99  -1.251
C  1.49  0.36  -0.05  0.264
C  2.66  -0.23  0.76  -1.410
N  0.75  -0.68  -0.85  -0.374
C  -0.15  -0.73  0.08  -0.443
C  -1.64  -0.50  -0.16  0.677
C  -2.28  0.12  1.10  -1.351
C  -1.83  0.31  -1.44  -1.475
H  0.00  2.00  0.51  0.304
H  1.68  2.32  1.08  0.464
H  0.66  1.16  1.96  0.285
H  1.85  1.07  -0.79  0.402
H  3.14  -0.97  0.12  0.369
H  3.39  0.53  1.01  0.418
H  2.29  -0.73  1.66  0.271
H  -0.01  -1.40  0.96  0.396
H  1.04  -2.57  -3.01  -0.157
H  0.72  -2.71  -3.66  0.147
H  -2.09  -1.49  -0.32  0.377
H  -2.49  1.19  0.95  0.318
H  -3.22  -0.35  1.38  0.360
H  -1.59  0.07  1.95  0.334
H  -1.26  -0.21  -2.20  0.380
H  -2.87  0.35  -1.74  0.423
H  -1.43  1.32  -1.34  0.269

HOMO = -0.287 Eh
charge = 0
HOMO-LUMO gap = 8.4 eV

***

<two>
The following is a DFT calculation (wB97M-V/def2-TZVPD) of 2 unconnected molecules or ions with the total composition C7H17N.

Each line ends with the Mulliken charge.
CARTESIAN COORDINATES (ANGSTROEM)
C  -0.71  1.68  2.35  -1.104
C  -0.67  0.25  1.94  -0.075
C  0.19  -0.68  2.35  0.075
C  0.15  -2.09  1.85  -1.080
H  0.13  1.92  3.01  0.299
H  -0.59  2.37  1.51  0.246
H  -1.67  1.89  2.82  0.300
H  -1.35  -0.04  1.14  0.167
H  1.08  -0.37  2.89  0.283
H  -0.65  -2.20  1.12  0.273
H  1.09  -2.35  1.36  0.243
H  0.05  -2.83  2.65  0.369
C  -0.97  0.31  -2.64  -1.035
N  0.08  0.08  -1.66  0.183
C  0.97  -0.98  -2.09  -1.046
C  0.81  1.30  -1.41  -1.087
H  -1.39  -0.64  -2.96  0.366
H  -0.58  0.86  -3.51  0.339
H  -1.82  0.84  -2.20  0.273
H  1.80  -1.07  -1.39  0.334
H  0.42  -1.92  -2.14  0.319
H  1.37  -0.82  -3.11  0.361
H  1.62  1.12  -0.71  0.348
H  0.14  2.05  -0.97  0.285
H  1.18  1.79  -2.33  0.368

HOMO = -0.314 Eh
charge = 0
SMILES = C/C=C/C.CN(C)C
HOMO-LUMO gap = 9.6 eV

***

<three>
The following is a DFT calculation (wB97M-V/def2-TZVPD) of a molecular structure, C7H17N.

Each line ends with the Mulliken charge.
CARTESIAN COORDINATES (ANGSTROEM)
C  1.13  0.06  -0.57  0.379
C  -1.42  0.63  0.00  0.514
C  0.07  -0.54  0.24  0.313
C  1.44  1.54  -0.56  -1.660
C  -2.72  -0.14  0.06  -1.784
C  2.68  -0.76  0.14  -1.222
C  -0.29  -1.97  -0.13  -1.492
N  -1.37  1.65  1.00  -0.469
H  1.10  -0.31  -1.60  0.211
H  -1.31  1.07  -0.99  0.163
H  0.26  -0.46  1.31  0.211
H  -2.21  1.86  1.54  0.156
H  -0.58  2.28  0.94  0.149
H  1.51  1.92  0.46  0.312
H  2.40  1.72  -1.03  0.441
H  0.71  2.11  -1.14  0.376
H  -3.59  0.54  -0.02  0.473
H  -2.82  -0.69  1.00  0.409
H  -2.80  -0.84  -0.78  0.382
H  -1.20  -2.30  0.38  0.369
H  -0.45  -2.08  -1.21  0.303
H  2.59  -1.83  0.32  0.357
H  3.45  -0.58  -0.62  0.369
H  2.92  -0.24  1.07  0.350
H  0.50  -2.66  0.17  0.390

HOMO = -0.286 Eh
charge = 0
HOMO-LUMO gap = 9.0 eV

***

<two> (59.9 kJ/mol below the next structure)

***

<one>
The following is a DFT calculation (wB97M-V/def2-TZVPD) of C7H17N in the gas phase.

Each line ends with the Mulliken charge.
CARTESIAN COORDINATES (ANGSTROEM)
C  0.29  -2.90  3.15  -1.235
C  0.57  -2.46  1.69  -0.482
C  -0.44  -1.36  1.22  -0.713
C  0.20  -0.04  0.83  -0.692
N  -0.18  0.32  -0.57  -0.338
C  -0.04  1.76  -0.86  -0.511
C  -0.76  2.08  -2.18  -0.426
C  0.15  2.59  -3.31  -1.263
H  1.15  -3.45  3.55  0.339
H  0.03  -2.05  3.78  0.389
H  -0.50  -3.65  3.09  0.293
H  1.58  -2.05  1.69  0.312
H  0.61  -3.31  1.01  0.359
H  -1.04  -1.77  0.42  0.423
H  -1.09  -1.18  2.08  0.299
H  0.00  0.80  1.49  0.415
H  1.31  -0.07  0.83  0.339
H  0.33  -0.32  -1.16  0.210
H  -0.51  2.19  0.02  0.367
H  1.00  2.12  -0.98  0.295
H  -1.18  1.16  -2.58  0.304
H  -1.56  2.79  -1.99  0.280
H  0.86  3.39  -3.06  0.361
H  0.91  1.81  -3.48  0.321
H  -0.48  2.87  -4.14  0.354

HOMO = -0.314 Eh
charge = 0
SMILES = CCCCNCCC
HOMO-LUMO gap = 9.8 eV

***

<two>
The following is a DFT calculation (wB97M-V/def2-TZVPD) of a molecular structure, C7H17N.

Each line ends with the Mulliken charge.
CARTESIAN COORDINATES (ANGSTROEM)
C  0.58  -1.62  -0.05  -1.081
C  1.28  0.23  -1.53  -1.006
C  -2.01  1.09  -0.79  -1.154
N  0.40  -0.23  -0.46  -0.102
C  -1.34  -0.18  -1.18  0.878
C  -1.92  -1.13  -1.88  -0.930
H  1.61  -1.77  0.29  0.398
H  -0.10  -1.83  0.77  0.328
H  2.31  0.09  -1.22  0.368
H  1.04  -0.30  -2.46  0.383
H  0.38  -2.31  -0.87  0.375
H  1.11  1.29  -1.70  0.335
H  -1.90  1.28  0.28  0.223
H  -1.62  1.96  -1.32  0.261
H  -3.09  1.06  -0.98  0.401
H  -1.40  -2.02  -2.24  0.240
H  -2.98  -1.11  -2.13  0.275
C  0.57  0.61  2.82  -0.787
C  1.50  0.75  1.64  -0.808
H  0.12  -0.38  2.83  0.191
H  -0.24  1.34  2.76  0.224
H  1.06  0.78  3.78  0.328
H  1.90  1.75  1.49  0.298
H  2.34  0.06  1.67  0.250
H  0.39  0.58  0.47  0.111

HOMO = -0.218 Eh
charge = 0
HOMO-LUMO gap = 6.6 eV

***

<one> (435.8 kJ/mol below the next structure)

***

<one>
The following is a DFT calculation (wB97M-V/def2-TZVPD) of C3H3OP in the gas phase.

Each line ends with the Mulliken charge.
CARTESIAN COORDINATES (ANGSTROEM)
C  0.39  0.43  -1.40  -0.650
C  -0.30  -0.37  -0.66  0.261
C  -0.82  -0.79  0.44  -0.413
P  -0.09  0.57  1.62  0.288
O  0.89  0.15  2.60  -0.409
H  -0.19  1.27  -1.96  0.230
H  1.43  0.54  -1.24  0.349
H  -1.32  -1.80  0.59  0.345

HOMO = -0.345 Eh
charge = 0
SMILES = C=C=CP=O
HOMO-LUMO gap = 9.0 eV

***

<two>
The following is a DFT calculation (wB97M-V/def2-TZVPD) of C3H3OP in the gas phase.

Each line ends with the Mulliken charge.
CARTESIAN COORDINATES (ANGSTROEM)
O  -2.31  -1.30  0.98  -0.680
P  -1.89  -1.01  -1.07  -0.006
C  -0.32  -0.50  -0.98  0.093
C  0.87  0.29  -1.28  -0.170
C  0.64  0.01  0.01  -0.271
H  -2.32  -0.39  1.37  0.283
H  1.40  0.81  -2.00  0.368
H  0.90  0.14  1.02  0.383

HOMO = -0.311 Eh
charge = 0
SMILES = OP=c1cc1
HOMO-LUMO gap = 8.8 eV

***

<three>
The following is a DFT calculation (wB97M-V/def2-TZVPD) of 3 unconnected molecules or ions with the total composition C3H3OP.

Each line ends with the Mulliken charge.
CARTESIAN COORDINATES (ANGSTROEM)
C  0.35  0.48  -0.25  -0.185
C  -0.65  -0.13  -0.27  -0.257
C  3.18  0.09  1.05  0.136
O  4.04  -0.19  0.38  -0.144
P  -2.49  -0.21  0.46  0.055
H  1.13  1.57  -0.89  0.288
H  -2.71  -1.60  0.31  0.060
H  -2.85  -0.01  -0.78  0.047

HOMO = -0.366 Eh
charge = 0
HOMO-LUMO gap = 10.3 eV

***

<one> (181.0 kJ/mol below the next structure)

***

<one>
The following is a DFT calculation (wB97M-V/def2-TZVPD) of 2 unconnected molecules or ions with the total composition C3H3OP.

Each line ends with the Mulliken charge.
CARTESIAN COORDINATES (ANGSTROEM)
C  0.11  -0.49  0.74  -0.424
C  -0.88  -1.37  0.69  0.714
C  0.14  0.65  -0.06  -0.568
O  -1.81  -2.04  0.86  -0.289
P  0.79  1.79  -2.85  -0.134
H  1.09  -0.69  1.33  0.261
H  1.04  1.34  0.26  0.229
H  -0.48  0.82  -0.98  0.210

HOMO (alpha / beta) = -0.246 / -0.246 Eh
charge = 0
HOMO-LUMO gap (alpha / beta) = 5.1 / 5.1 eV

***

<two>
The following is a DFT calculation (wB97M-V/def2-TZVPD) of C3H3OP in the gas phase.

Each line ends with the Mulliken charge.
CARTESIAN COORDINATES (ANGSTROEM)
O  0.49  1.08  1.97  -0.474
C  0.15  0.78  0.87  0.326
C  0.49  -0.38  -0.08  -0.331
C  -0.52  -0.08  -1.10  -0.432
P  -1.48  1.18  0.01  0.032
H  0.25  -1.31  0.51  0.197
H  1.51  -0.53  -0.43  0.292
H  -0.89  -0.74  -1.76  0.388

HOMO (alpha / beta) = -0.331 / -0.332 Eh
charge = 0
SMILES = O=C1CC=P1
HOMO-LUMO gap (alpha / beta) = 7.9 / 7.8 eV

***

<two> (404.5 kJ/mol below the next structure)